(w)
Density functional theory data (the ωB97M-V functional and the def2-TZVPD basis) for a 2-piece molecular cluster, C3H11N2S2 overall.

## Properties
- highest occupied orbital energy (eV) = -11.76
- total charge = +1
- gap between HOMO and LUMO (Eh) = 0.2984

Cartesian coordinates (Å):
C -1.359 -0.829 -1.353
C -1.524 -1.053 -2.669
N -0.302 -1.274 -3.485
N -2.357 -0.716 -0.461
H -0.370 -0.687 -0.925
H -2.402 -1.018 -3.291
H -0.053 -0.413 -3.993
H 0.503 -1.493 -2.916
H -0.354 -2.003 -4.193
H -3.255 -1.116 -0.658
H -2.130 -0.451 0.480
C 0.662 1.803 0.175
S 0.194 0.858 1.644
S 1.994 0.152 2.385
H 1.378 2.575 0.443
H -0.276 2.213 -0.197
H 1.157 1.189 -0.580
H 2.303 -0.615 1.324

***

(x)
Density functional theory data (the ωB97M-V functional and the def2-TZVPD basis) for an isolated ion of composition C3H11N2S2 and charge +1.

## Properties
- highest occupied orbital energy (eV) = -12.66
- total charge = +1
- gap between HOMO and LUMO (Eh) = 0.3453

Cartesian coordinates (Å):
S -1.008 -0.768 3.598
S -1.505 0.688 2.287
C -0.211 1.135 1.073
C 0.179 0.035 0.115
C 1.215 0.389 -0.996
N 0.953 -0.474 -2.160
N -1.100 -0.473 -0.514
H -0.818 -1.944 2.930
H 0.566 1.774 1.488
H -0.786 1.900 0.521
H 0.544 -0.820 0.698
H 2.209 0.226 -0.582
H 1.111 1.431 -1.288
H 1.515 -1.326 -2.108
H 1.295 -0.057 -3.007
H -0.825 -1.183 -1.191
H -1.526 0.315 -0.995
H -1.807 -0.848 0.130

***

Which structure loses on stability? (w) does.